No. 1
255
Properties=species:S:1:pos:R:3 method="wB97M-V/def2-TZVPD" de_lowest_ev=12.269 lumo_ev=-0.91 e_homo_ev=-7.6 multiplicity=1
O -3.850 3.119 0.331
O 4.176 5.869 -3.206
O -0.704 1.916 1.900
O -6.983 -2.107 2.874
O -0.247 1.065 -3.741
O -4.187 -5.453 -1.478
O -2.593 -2.234 -4.423
O 7.262 -3.713 2.165
O 1.433 1.572 7.243
O -2.212 -3.707 2.225
O 1.281 -1.134 5.856
O 6.989 0.687 -1.470
O 2.975 -1.769 -7.055
O -4.097 4.822 5.064
O 2.607 -4.564 -2.952
O -5.048 6.156 0.368
O -1.136 6.266 -1.948
O 0.781 -0.718 -1.326
O -7.452 -2.843 -3.761
O 3.246 -1.818 1.781
O -4.026 1.966 -4.032
O 1.082 -6.610 1.491
O 5.332 5.181 2.322
O 0.670 4.905 3.384
N -7.410 -0.814 -0.487
N 0.709 2.554 -5.108
N -0.970 0.277 -0.600
N -5.721 4.596 1.668
N -2.681 -2.200 -6.644
N -6.059 1.675 -4.785
N 3.717 3.334 3.854
N -0.348 2.923 7.150
N 2.963 -2.552 -0.254
N 1.544 -2.463 4.088
N 10.065 -1.175 -1.304
N -2.319 -0.418 -5.534
N -3.800 -3.493 -2.441
N -2.962 7.220 -1.167
N -2.820 1.626 2.650
N -1.702 6.327 0.204
N 5.147 -4.164 -1.931
N -1.173 3.030 -4.394
N -3.511 1.700 -1.375
N -3.440 3.848 -1.721
N -5.866 -2.725 -5.201
N -5.778 -1.424 -3.498
N -1.193 1.004 3.873
N 0.432 4.767 1.143
N 1.715 5.933 -1.213
N -2.090 -4.774 -2.005
N 1.361 6.492 2.055
N -1.971 5.149 4.797
N 0.735 -0.091 0.790
N 5.427 -4.772 2.835
N -3.125 4.807 3.051
N -0.473 -4.879 4.469
N -4.609 2.727 -6.003
N -4.196 -5.315 4.214
N 1.933 -0.299 -5.745
N 7.161 -4.917 3.997
N 0.747 -1.741 -6.746
N 1.201 3.147 5.622
N 2.667 -0.646 4.361
N -7.008 6.345 1.247
N 4.873 -2.830 0.659
C -3.588 2.883 -0.818
C 2.489 4.795 -1.833
C 3.613 -2.396 0.815
C 1.685 3.499 -1.855
C 4.525 -5.461 -1.916
C -7.656 -2.240 4.073
C -2.546 -1.662 -5.488
C 6.686 -4.468 2.933
C 2.433 -6.652 1.677
C -3.977 -5.335 2.772
C 0.215 -0.145 -0.437
C -4.880 2.223 -4.852
C -0.254 2.103 -4.387
C 1.926 -1.348 -6.537
C -6.704 -1.362 0.644
C 4.815 5.992 -4.468
C 5.181 -6.210 -0.747
C 0.803 2.499 6.691
C 9.211 -0.099 -1.786
C 9.141 -0.210 -3.312
C -1.869 6.534 -1.069
C 7.860 -0.290 -0.963
C -0.874 -7.127 3.701
C -5.343 -5.709 2.175
C 3.216 1.897 1.942
C -5.871 5.720 1.048
C 0.121 -5.961 3.684
C -3.133 4.943 4.320
C -3.631 -3.934 2.162
C 2.983 -5.429 -1.900
C 0.788 5.394 2.292
C -7.682 -1.410 1.825
C 4.225 2.925 2.611
C 0.477 -5.507 2.277
C 5.251 6.491 1.789
C -5.469 -0.415 0.751
C 1.806 -1.422 4.832
C 2.992 5.030 -3.316
C 4.508 4.149 1.715
C -1.510 1.587 2.730
C 5.689 0.584 -0.944
C 1.276 -4.551 -3.179
C -3.420 -4.589 -1.915
C -1.787 -2.384 1.681
C -6.428 -2.333 -4.086
H 7.373 -1.249 -1.139
H -8.575 -2.818 3.974
H -7.737 5.927 1.808
H -5.747 0.563 1.144
H 3.020 0.091 4.954
H 0.958 -5.579 -3.351
H 2.557 -5.073 -0.962
H -3.479 0.963 -0.685
H -2.309 6.826 0.839
H 8.815 -1.167 -3.721
H 1.646 6.785 1.131
H 1.028 -3.831 -3.959
H 6.065 -4.192 -2.351
H 1.228 0.027 -5.099
H 8.033 -0.129 0.101
H -2.125 -0.004 -6.435
H -3.348 1.726 3.505
H 4.854 -5.817 -2.892
H -2.231 4.896 2.589
H 2.219 -1.882 -0.387
H 5.524 -2.466 1.340
H 0.687 3.881 -2.071
H -1.562 -7.106 2.855
H 10.455 -0.900 -0.414
H -3.629 2.909 -6.164
H 7.949 -4.417 4.384
H -3.105 -2.798 -2.676
H -5.346 3.184 -6.521
H 3.322 4.553 -1.172
H 1.504 -0.717 0.983
H -6.267 -2.345 0.467
H 0.395 0.685 1.339
H 4.115 6.425 -5.182
H 5.197 5.033 -4.817
H -6.194 0.925 -4.122
H -1.170 5.197 4.183
H 0.251 3.224 -5.710
H 4.871 -4.115 2.308
H -4.851 -4.566 4.386
H 3.268 2.128 0.879
H -2.545 -1.990 1.003
H 6.618 -5.491 4.627
H 0.926 6.171 -1.797
H 0.813 -4.146 -2.278
H -2.228 -1.796 -7.451
H -3.242 -6.030 2.366
H -7.699 0.111 -0.206
H -0.030 -1.169 -6.450
H -0.927 3.914 -4.815
H -0.715 2.420 7.946
H -0.719 3.782 6.769
H 2.010 2.880 5.079
H -8.277 -1.315 -0.621
H 2.146 2.090 2.025
H -0.396 -5.265 1.671
H 5.752 0.599 0.144
H 0.654 -2.548 -7.347
H -6.428 4.249 2.301
H 5.090 -5.615 3.279
H -1.326 0.937 0.077
H -2.070 2.723 -4.044
H -4.832 -1.403 -3.852
H -7.954 -0.385 2.074
H -4.035 -3.758 1.165
H -1.010 -5.191 5.265
H 2.929 -6.622 2.647
H -3.264 1.781 1.756
H -4.081 -3.210 2.842
H 9.642 0.855 -1.481
H -6.769 1.816 -5.489
H 0.984 -6.238 4.289
H 8.403 0.412 -3.819
H 1.326 1.816 -5.415
H 5.829 -5.619 -0.100
H 1.588 3.141 -0.830
H 0.805 -3.087 4.378
H -1.141 -4.423 3.864
H -5.343 -6.088 1.153
H 5.828 6.483 0.864
H -3.261 3.645 -2.694
H -2.114 0.134 -4.713
H -5.980 -4.825 2.163
H -7.076 7.242 0.788
H -0.185 3.968 1.106
H 4.504 -3.713 -2.565
H 10.089 -0.009 -3.812
H 5.133 2.370 2.846
H -1.897 -1.732 2.548
H -6.123 -1.053 -2.624
H -3.587 1.576 -2.374
H 1.655 7.031 2.856
H 3.517 0.886 2.218
H -0.803 -2.348 1.215
H -1.556 -7.074 4.550
H -3.328 -4.893 4.514
H -4.963 -0.204 -0.191
H -4.789 -3.366 -2.601
H 2.903 -0.712 3.381
H -4.956 -2.440 -5.533
H 1.152 -4.656 2.371
H 3.195 4.086 -3.822
H -0.919 5.728 0.424
H 1.861 2.716 -2.592
H 2.909 3.933 3.757
H 5.167 -3.263 -0.205
H 5.760 -7.009 -1.210
H -6.333 -3.506 -5.640
H 1.026 5.038 0.372
H 2.617 -6.426 -2.148
H -3.743 7.217 -0.527
H 2.751 -7.616 1.280
H -0.279 -8.027 3.547
H 2.855 -5.805 1.134
H -4.913 4.128 1.284
H -3.174 7.393 -2.140
H 0.724 3.915 5.173
H 3.638 4.614 1.251
H -0.195 0.994 4.031
H -1.769 0.464 4.502
H 5.125 -0.337 -1.095
H 1.936 -2.537 3.160
H 3.411 -2.998 -1.042
H -8.613 -1.955 1.671
H -1.802 -5.738 -1.915
H -5.723 -6.544 2.764
H -4.665 -0.753 1.405
H 4.447 -6.607 -0.046
H 2.308 6.744 -1.121
H 2.803 0.213 -5.778
H 10.849 -1.322 -1.923
H -1.742 -4.250 -2.795
H 5.137 1.448 -1.313
H -1.370 0.112 -1.512
H 5.673 6.646 -4.317
H -4.083 4.675 2.759
H -6.963 -2.828 4.675
H 2.292 5.608 -3.920
H -7.978 -1.296 4.514
H 5.841 7.114 2.461
H -3.157 4.670 -1.206
H -1.818 5.230 5.792
H 4.294 7.011 1.828
H -3.049 -3.139 -6.682
H 4.433 3.857 4.337
H 5.164 3.761 0.936

No. 2
86
Properties=species:S:1:pos:R:3 method="wB97M-V/def2-TZVPD" de_lowest_ev=0.000 lumo_ev="-1.96 / -2.10" e_homo_ev="-7.1 / -6.9" multiplicity=1
Pb -0.477 0.833 -0.319
S -1.458 3.410 -2.359
S 1.738 -3.411 3.448
S -1.591 -2.913 0.978
S 3.529 -1.041 0.660
O 0.048 -0.721 1.018
O -1.414 2.758 -3.656
N -1.250 1.673 1.429
N -2.327 -0.034 -0.700
N 1.351 1.854 -0.047
N 0.774 2.894 2.034
N 0.207 0.207 -2.214
N -1.206 2.771 -1.065
N -3.405 0.683 1.318
N 2.365 1.234 -2.104
N -1.798 -1.076 -2.793
C 4.208 -1.487 -0.900
C -2.243 3.832 5.312
C 2.063 -1.789 0.180
C 2.200 -0.823 -6.197
C 2.267 -2.533 4.821
C 3.399 2.720 -0.396
C -3.501 3.219 5.081
C 2.392 -0.103 -5.025
C -2.495 1.432 1.878
C 3.582 4.168 1.584
C -3.357 0.014 0.160
C 0.034 -1.550 -5.386
C -1.892 -4.557 0.561
C -5.680 -1.135 0.079
C -1.161 3.605 4.487
C -2.563 -0.876 -1.777
C -3.895 -1.408 -1.546
C 1.562 2.647 1.016
C 2.139 -1.195 4.653
C 0.885 -1.853 1.144
C 2.893 3.212 0.815
C -1.334 2.761 3.414
C -3.684 2.360 4.022
C 1.377 -1.927 2.627
C -6.447 -2.070 -0.630
C 2.068 -2.243 -1.113
C -4.674 -2.332 -2.256
C 1.410 0.498 -2.692
C 1.619 -0.848 3.417
C -0.487 2.467 2.254
C 0.414 -4.392 0.490
C 4.614 3.153 -0.892
C -0.573 -0.579 -3.011
C 1.018 -1.583 -6.373
C 2.373 1.869 -0.975
C 0.261 -0.874 -4.175
C 4.794 4.624 1.062
C -5.935 -2.644 -1.804
C -4.395 -0.822 -0.415
C 0.077 -3.113 0.829
C -0.719 -5.214 0.313
C -2.574 2.159 3.178
C 5.306 4.150 -0.172
C 3.319 -2.053 -1.741
C 1.471 -0.170 -3.997
H -6.037 -0.664 0.993
H 0.923 -2.177 -7.300
H 3.223 4.510 2.538
H 5.374 5.399 1.551
H -2.117 4.460 6.160
H -6.528 -3.287 -2.413
H 1.229 -2.740 -1.545
H -4.654 1.944 3.846
H 2.597 -3.098 5.696
H 1.501 0.178 3.105
H 6.264 4.565 -0.535
H -0.903 -2.052 -5.533
H 3.249 0.508 -4.862
H -4.310 3.432 5.759
H 2.474 -0.493 5.416
H -4.344 -2.829 -3.166
H -0.208 4.129 4.663
H 2.958 -0.765 -6.955
H 5.238 -1.206 -1.038
H 1.431 -4.757 0.401
H 3.565 -2.278 -2.760
H -0.669 -6.253 0.000
H 4.939 2.803 -1.843
H -7.465 -2.293 -0.265
H -2.952 -4.874 0.555

No. 3
92
Properties=species:S:1:pos:R:3 method="wB97M-V/def2-TZVPD" de_lowest_ev=0.477 lumo_ev="-5.73 / -7.82" e_homo_ev="-12.9 / -13.7" charge=+2 multiplicity=5
Sb -2.275 -1.528 0.379
Pd 0.061 -0.075 0.110
Cl 2.688 -4.721 -0.047
Cl 1.399 -1.213 -6.456
Cl 3.960 -3.267 4.819
Cl 2.208 -3.872 -5.100
Cl 4.178 -1.890 -5.765
S 2.344 2.303 1.219
F -5.273 -1.265 -5.075
F -2.440 -6.821 3.778
F -6.135 2.035 3.619
O 1.217 -1.962 0.022
O 2.749 0.977 1.635
O 1.667 3.153 2.181
N 0.480 -0.570 2.187
N 2.043 -1.418 -2.741
N 1.231 1.979 0.041
N -0.537 0.840 -1.796
C 4.117 4.257 1.037
C 2.508 -2.149 -5.225
C -3.783 -2.379 -3.654
C -5.332 -0.018 3.089
C 2.017 -1.845 3.470
C 4.482 2.374 -0.376
C 5.343 4.815 0.621
C -4.565 -0.743 -1.593
C -4.736 -1.413 -3.863
C 5.677 2.857 -0.792
C -4.371 -0.744 2.416
C -2.491 -3.379 1.480
C 0.231 0.264 3.158
C 2.980 -3.859 2.441
C -2.903 -4.623 0.928
C -4.249 2.013 2.162
C 0.781 4.751 -2.370
C -0.169 4.261 -3.228
C 1.845 -0.902 4.519
C 0.844 2.719 -0.985
C -3.575 -1.703 -1.370
C 1.304 -1.607 2.309
C 6.119 4.101 -0.312
C -2.409 -5.690 3.036
C 3.727 3.028 0.588
C -5.176 -0.606 -2.803
C -2.031 -4.499 3.582
C -0.637 2.910 -3.013
C 2.246 -1.660 -3.821
C 2.411 -3.588 1.247
C -0.108 2.129 -1.959
C -1.772 0.982 -3.811
C -1.282 0.259 -2.748
C -3.176 -2.533 -2.349
C -3.389 1.225 1.405
C -3.460 -0.165 1.541
C -5.236 1.343 2.917
C -2.862 -5.769 1.714
C 1.589 -2.414 1.093
C 2.936 -2.998 3.484
C -2.024 -3.330 2.778
C -1.509 2.336 -3.928
C 0.903 0.097 4.391
C 1.218 4.060 -1.269
C 7.352 4.685 -0.944
H -0.407 1.127 3.080
H -4.245 3.097 2.135
H -2.432 -3.338 -2.198
H 0.652 0.721 5.219
H -3.388 -3.057 -4.414
H -3.427 -4.666 -0.022
H -2.667 1.683 0.726
H 8.126 3.934 -0.927
H 3.443 4.859 1.677
H -0.668 4.791 -4.058
H 5.645 5.828 0.850
H 6.268 2.292 -1.590
H 7.266 5.094 -1.973
H -3.346 -6.696 1.349
H -4.428 -1.833 2.573
H -4.832 -0.159 -0.730
H 2.412 -1.074 5.421
H -1.941 2.877 -4.784
H 0.923 5.828 -2.562
H -1.734 -4.384 4.601
H 4.191 1.335 -0.659
H 1.870 4.523 -0.612
H 7.730 5.538 -0.418
H -2.293 0.490 -4.614
H -1.566 -0.805 -2.577
H -5.937 0.114 -2.984
H -1.628 -2.479 3.269
H 3.604 -4.716 2.588
H -6.144 -0.453 3.630